A molecular structure, C18H26GaNO2STe. Source: OMol25; level of theory: ωB97M-V/def2-TZVPD.

Element x y z (Å)
Ga (0.269539, 0.000958, 1.327994)
C (-0.235507, -0.423014, 4.461797)
O (-0.098912, 0.533525, 3.385429)
C (-0.922551, 1.697902, 3.517633)
C (-0.501636, 2.624172, 2.409888)
O (-0.602821, 1.874670, 1.172497)
C (-0.427177, 2.713647, 0.002682)
H (0.118545, 0.032717, 5.384475)
H (0.384427, -1.280110, 4.211145)
H (-1.279074, -0.723350, 4.559357)
H (-0.739358, 2.172234, 4.483507)
H (-1.975548, 1.414019, 3.448197)
H (0.529875, 2.960017, 2.537027)
H (-1.160503, 3.490775, 2.352544)
H (0.539159, 3.215198, 0.042868)
H (-1.233930, 3.443299, -0.021600)
H (-0.477044, 2.075170, -0.874452)
C (7.505710, -0.158536, -1.955248)
C (6.227522, -0.137490, -1.168349)
C (5.480143, 1.025625, -1.039920)
C (4.320895, 1.075255, -0.277063)
C (3.569256, 2.378100, -0.215700)
C (3.921569, -0.092794, 0.393158)
Te (2.675006, 0.066207, 2.052900)
C (4.609279, -1.309485, 0.213743)
C (4.165513, -2.612616, 0.824633)
C (5.759592, -1.297558, -0.559723)
H (7.688845, 0.791792, -2.451899)
H (7.482236, -0.945851, -2.709168)
H (8.351172, -0.367129, -1.297795)
H (5.808617, 1.923213, -1.551458)
H (3.598767, 2.863696, -1.190925)
H (4.016001, 3.065463, 0.505977)
H (2.526151, 2.233280, 0.062486)
H (3.084292, -2.663529, 0.943595)
H (4.617198, -2.770952, 1.806442)
H (4.475786, -3.439711, 0.188325)
H (6.306596, -2.223617, -0.696226)
S (-1.715316, -1.159672, 1.407304)
C (-2.689903, -0.709896, 0.034518)
N (-4.020567, -0.897825, 0.190644)
C (-4.937873, -0.692951, -0.779512)
C (-4.539618, -0.250066, -2.009905)
C (-3.177829, -0.028673, -2.217159)
C (-2.261590, -0.255556, -1.207454)
H (-4.345874, -1.246220, 1.086016)
H (-5.963677, -0.898833, -0.509579)
H (-5.268362, -0.094332, -2.790931)
H (-2.829749, 0.308078, -3.185259)
H (-1.204772, -0.117845, -1.386059)

Atoms 1-3, force components in eV/Å:
Ga -0.157 0.308 0.936
C -0.081 0.032 -0.008
O -0.006 -0.101 -0.044

Calculated values
- charge = +2
- HOMO-LUMO gap (eV) = 6.5
- E (eV) = -95163.1716
- strongest force on any atom (Eh/bohr) = 0.019